The following is a quantum chemistry calculation of C49H118N16O11 as an isolated structure, from the Open Molecules 2025 dataset.

XYZ file:
```
194
Properties=species:S:1:pos:R:3:mulliken_charge:R:1
C -4.000 -3.788 -2.923 -1.91
C -3.249 -3.754 -1.571 1.68
C -4.292 -3.710 -0.402 -2.15
C -3.795 -4.099 1.009 0.21
C -2.816 -5.319 0.984 -2.18
C -1.754 -5.334 -0.117 1.84
N -2.346 -4.906 -1.341 0.25
O -1.417 -5.090 -2.355 -0.50
C -0.544 -4.419 0.397 -0.17
C -1.346 -6.823 -0.243 -1.92
C -2.536 -2.414 -1.415 -1.96
H -4.078 -4.828 -3.240 0.43
H -3.446 -3.262 -3.700 0.31
H -5.025 -3.438 -2.804 0.40
H -4.889 -2.803 -0.311 0.77
H -5.032 -4.446 -0.717 0.28
H -4.691 -4.390 1.556 1.01
H -3.296 -3.195 1.359 -0.17
H -3.517 -6.146 0.874 0.56
H -2.382 -5.482 1.971 0.37
H 0.167 -5.097 0.867 0.09
H -0.045 -3.995 -0.474 -0.99
H -0.770 -3.575 1.048 0.34
H -1.002 -7.294 0.678 0.31
H -2.220 -7.345 -0.634 0.52
H -0.630 -6.929 -1.058 0.45
H -1.641 -2.336 -2.033 1.06
H -2.169 -2.424 -0.389 0.88
H -3.021 -1.491 -1.731 0.83
H -1.589 -5.792 -2.987 0.36
C 1.120 7.046 -0.594 -1.62
C 1.905 6.046 -1.559 1.28
C 2.794 5.155 -0.601 -1.16
C 3.550 4.074 -1.365 -1.52
C 2.374 3.173 -1.912 0.55
C 1.254 3.845 -2.838 1.61
N 0.953 5.226 -2.327 1.00
O -0.100 5.849 -2.863 -0.68
C 1.914 4.013 -4.232 -1.75
C 0.059 2.962 -2.777 0.05
C 2.815 6.926 -2.373 -1.88
H 1.796 7.308 0.220 0.46
H 0.335 6.541 -0.031 0.15
H 0.833 7.983 -1.071 0.32
H 3.483 5.793 -0.048 0.77
H 2.209 4.687 0.190 0.12
H 4.157 3.312 -0.876 0.64
H 4.153 4.457 -2.188 0.56
H 1.813 2.777 -1.065 -2.14
H 2.861 2.359 -2.449 0.65
H 1.105 4.207 -4.936 0.50
H 2.645 4.821 -4.261 0.27
H 2.263 3.062 -4.635 0.21
H 0.395 1.985 -3.125 0.18
H -0.394 2.878 -1.789 0.13
H -0.656 3.440 -3.448 1.16
H 3.306 6.306 -3.123 0.31
H 3.445 7.614 -1.808 0.38
H 2.205 7.653 -2.908 0.42
H -0.686 5.924 -2.107 0.25
C -0.863 1.254 -0.929 -0.61
C -0.184 0.280 0.057 0.92
C -0.414 -1.082 -0.518 0.98
C 0.487 -2.219 0.048 0.66
C 1.895 -1.773 0.215 -1.95
C 2.101 -0.403 0.947 0.61
N 1.249 0.593 0.258 0.66
O 1.529 1.925 0.674 0.28
C 1.833 -0.543 2.439 -1.46
C 3.563 -0.036 0.715 -1.43
C -0.969 0.324 1.389 -0.55
H -0.254 1.338 -1.829 -1.61
H -0.825 2.244 -0.474 -1.23
H -1.846 0.927 -1.267 -0.24
H -1.380 -1.518 -0.262 0.17
H -0.251 -1.171 -1.592 0.52
H 0.471 -3.037 -0.672 -1.30
H 0.060 -2.590 0.980 0.95
H 2.321 -1.684 -0.784 -0.23
H 2.495 -2.600 0.596 1.34
H 2.631 -0.994 3.027 0.20
H 1.644 0.414 2.927 0.23
H 0.907 -1.069 2.673 -0.48
H 4.261 -0.729 1.183 0.16
H 3.794 0.089 -0.343 1.29
H 3.898 0.860 1.237 1.48
H -0.965 -0.617 1.940 -0.76
H -2.043 0.490 1.308 1.40
H -0.640 1.171 1.991 0.03
H 2.203 2.202 0.049 0.71
C -0.956 -0.155 4.237 -1.36
C -2.451 -0.643 4.041 1.02
C -3.348 0.541 4.262 -1.14
C -4.740 0.353 3.791 -1.67
C -4.734 -0.056 2.290 -0.98
C -3.916 -1.296 1.978 0.99
N -2.622 -1.280 2.724 1.17
O -1.750 -2.278 2.309 -0.57
C -4.859 -2.468 2.378 -2.38
C -3.684 -1.204 0.462 -0.24
C -2.704 -1.601 5.172 -1.55
H -0.765 0.744 3.651 -0.21
H -0.427 -1.041 3.886 0.51
H -0.704 -0.161 5.298 0.61
H -3.552 0.561 5.332 0.35
H -2.814 1.490 4.211 1.16
H -5.294 1.286 3.901 0.44
H -5.304 -0.344 4.411 0.72
H -4.686 0.607 1.426 0.43
H -5.799 -0.276 2.224 0.51
H -4.127 -3.276 2.395 0.82
H -5.276 -2.260 3.364 0.72
H -5.584 -2.651 1.585 0.33
H -4.574 -1.502 -0.092 0.87
H -3.383 -0.212 0.126 -0.16
H -2.911 -1.913 0.167 -1.58
H -2.473 -1.178 6.150 0.46
H -2.145 -2.529 5.052 0.38
H -3.753 -1.897 5.128 0.36
H -1.296 -1.951 1.529 -1.10
C 5.880 0.320 1.067 -1.62
C 6.582 -1.072 1.234 0.27
C 5.626 -2.120 1.752 -1.25
O 4.893 -1.678 2.894 -0.38
C 3.870 -2.599 3.362 -0.72
N 7.066 -1.448 -0.015 -0.29
H 5.393 0.714 1.959 0.39
H 5.132 0.290 0.274 -0.25
H 6.551 1.121 0.754 0.43
H 7.345 -0.915 1.996 0.71
H 6.266 -2.974 1.975 0.48
H 4.901 -2.284 0.955 -0.15
H 4.467 -3.438 3.720 0.43
H 3.142 -2.957 2.633 0.24
H 3.311 -2.142 4.178 0.33
H 7.664 -0.691 -0.314 0.43
H 7.847 -2.066 0.155 0.35
C -3.894 2.427 0.334 0.22
C -3.600 2.804 1.826 -0.89
C -2.144 2.735 2.246 0.21
O -1.145 2.945 1.151 0.34
C 0.093 3.381 1.717 -1.34
N -4.269 4.074 1.990 -0.08
H -4.893 2.731 0.021 0.70
H -3.917 1.338 0.309 0.39
H -3.113 2.667 -0.387 -1.11
H -4.027 2.024 2.456 -0.97
H -1.984 1.813 2.806 -0.57
H -1.994 3.496 3.012 0.87
H 0.634 2.640 2.306 0.12
H 0.110 4.346 2.223 0.48
H 0.819 3.653 0.951 -0.44
H -5.262 3.986 1.827 0.35
H -4.387 4.299 2.967 0.29
C -2.012 5.185 -0.631 0.02
O -1.869 6.200 -1.326 -0.80
N -2.635 5.237 0.529 -0.02
N -1.487 4.051 -0.923 0.59
H -2.979 6.156 0.772 0.38
H -3.034 4.471 1.051 0.56
H -0.914 4.044 -1.755 -0.68
H -1.528 3.331 -0.216 0.46
C 1.813 -3.248 -1.942 0.36
O 2.622 -3.715 -1.230 -0.48
N 2.157 -2.481 -2.903 -0.78
N 0.582 -3.557 -1.963 0.23
H 3.099 -2.138 -2.779 0.37
H 1.381 -1.960 -3.287 0.59
H -0.094 -3.181 -2.612 0.20
H 0.351 -4.140 -1.172 0.76
C 2.154 0.404 -3.117 -1.51
O 1.180 1.061 -3.544 -0.32
N 2.999 -0.218 -3.868 0.18
N 2.510 0.343 -1.862 1.41
H 2.834 -0.335 -4.858 0.33
H 3.530 -0.878 -3.318 1.03
H 3.058 -0.462 -1.593 -2.78
H 1.873 0.735 -1.184 0.37
C 4.413 -1.737 -1.699 0.28
O 3.653 -1.362 -2.535 -0.49
N 5.669 -1.414 -1.700 -0.61
N 4.038 -2.653 -0.796 0.41
H 6.236 -1.481 -0.867 0.24
H 6.075 -0.775 -2.369 0.28
H 3.092 -3.008 -0.816 -0.06
H 4.731 -3.062 -0.186 0.67
C -0.705 -0.975 -3.555 -0.80
O 0.410 -1.546 -3.626 -0.65
N -0.793 0.281 -3.306 0.74
N -1.823 -1.501 -3.827 0.13
H -1.707 0.658 -3.096 0.63
H 0.080 0.681 -2.994 -1.74
H -2.693 -1.017 -3.659 0.16
H -1.834 -2.369 -4.344 0.49
```

Computed properties:
LUMO level   0.3 eV
Energy relative to the best compared isomer or geometry (same formula, charge and spin)   49.0513 eV
Gap between HOMO and LUMO   0.2282 Eh
Total charge   0
HOMO energy   -5.959 eV
Energy   -99036.0645 eV

The following is a quantum chemistry calculation of a 13-piece molecular cluster, C49H128B4F19N8O19S overall, from the Open Molecules 2025 dataset.

XYZ file:
```
228
Properties=species:S:1:pos:R:3:mulliken_charge:R:1
C -31.090 -1.892 8.383 -0.73
O -30.213 -1.401 7.376 -0.34
C -30.382 -2.094 6.181 -0.45
C -29.527 -1.295 5.175 -0.75
N -28.204 -0.933 5.819 -0.17
H -27.762 -0.141 5.373 0.39
H -28.399 -0.577 6.778 0.44
C -27.283 -2.130 5.843 -0.63
C -26.044 -1.708 6.582 -0.66
O -26.442 -0.940 7.733 -0.13
C -25.290 -0.231 8.227 -0.61
H -31.846 -2.592 8.005 0.39
H -31.571 -0.983 8.793 0.23
H -30.466 -2.401 9.117 0.22
H -31.389 -2.113 5.762 0.46
H -30.015 -3.151 6.208 0.36
H -30.015 -0.344 4.900 0.39
H -29.251 -1.845 4.276 0.38
H -27.116 -2.565 4.856 0.39
H -27.786 -2.865 6.440 0.37
H -25.485 -1.029 5.917 0.40
H -25.371 -2.565 6.828 0.42
H -24.451 -0.915 8.377 0.37
H -25.479 0.138 9.215 -0.14
H -24.992 0.626 7.576 0.39
C -35.198 -5.300 22.269 -0.74
O -34.363 -5.354 21.148 -0.30
C -33.829 -4.164 20.589 -0.84
C -32.742 -4.570 19.614 0.02
N -31.825 -5.556 20.242 0.01
H -31.288 -5.180 21.052 0.42
H -32.409 -6.341 20.570 0.47
C -30.836 -6.157 19.270 -1.37
C -29.586 -5.268 19.208 1.10
O -29.223 -5.166 20.534 -0.60
C -28.224 -4.175 20.704 -0.50
H -35.259 -6.358 22.598 0.25
H -36.134 -4.767 22.059 0.29
H -34.745 -4.768 23.168 0.32
H -33.453 -3.490 21.403 0.38
H -34.568 -3.599 19.999 0.42
H -32.196 -3.654 19.318 -0.15
H -33.240 -5.075 18.757 0.38
H -31.335 -6.309 18.331 0.47
H -30.536 -7.130 19.681 0.49
H -29.863 -4.270 18.922 -0.46
H -28.886 -5.720 18.505 0.21
H -27.355 -4.288 20.028 0.04
H -27.916 -4.180 21.747 0.43
H -28.732 -3.195 20.618 0.19
C -23.735 -4.529 11.748 -0.68
O -22.762 -5.589 11.932 -0.36
C -23.119 -6.883 11.355 -0.43
C -22.711 -7.946 12.364 -0.29
N -21.422 -7.587 13.032 0.89
H -21.410 -6.557 13.030 0.61
H -21.525 -7.856 13.977 -0.49
C -20.158 -8.192 12.600 -0.42
C -19.506 -7.336 11.495 -0.43
O -19.329 -6.119 12.167 -0.25
C -18.957 -5.044 11.231 -0.83
H -24.670 -4.633 12.338 0.15
H -24.026 -4.520 10.685 0.48
H -23.169 -3.641 12.041 0.09
H -22.546 -6.806 10.431 0.48
H -24.179 -7.047 11.307 0.12
H -22.689 -8.925 11.930 0.27
H -23.501 -7.938 13.125 0.10
H -20.386 -9.180 12.171 0.41
H -19.469 -8.241 13.420 0.21
H -20.207 -7.154 10.625 0.22
H -18.540 -7.749 11.065 0.45
H -18.688 -4.179 11.846 0.22
H -19.623 -4.804 10.388 0.30
H -18.047 -5.272 10.678 0.39
C -29.840 0.000 12.539 -0.93
O -29.451 0.003 13.920 -0.05
C -30.501 -0.435 14.716 -1.24
C -29.954 -0.884 16.089 1.32
N -29.826 0.320 16.956 0.61
H -28.910 0.845 16.964 -0.01
H -30.466 1.043 16.652 0.70
C -30.226 0.065 18.363 -0.12
C -30.428 1.426 18.991 -0.71
O -31.347 2.062 18.124 -0.37
C -31.705 3.411 18.411 -0.83
H -30.747 0.624 12.372 0.33
H -30.098 -1.062 12.338 0.36
H -28.983 0.318 12.009 0.21
H -30.839 -1.405 14.331 0.50
H -31.359 0.253 14.739 0.52
H -29.017 -1.411 15.915 -0.51
H -30.620 -1.510 16.665 -0.38
H -29.390 -0.456 18.840 0.08
H -31.120 -0.550 18.377 0.45
H -29.533 2.069 19.070 0.27
H -30.845 1.329 19.981 0.50
H -31.895 3.910 17.458 0.28
H -30.902 4.021 18.866 0.35
H -32.583 3.421 19.082 0.27
C -24.110 -5.992 19.773 -0.64
O -23.865 -7.246 19.139 -0.13
C -22.627 -7.807 19.518 -0.90
C -22.294 -9.011 18.665 -0.02
N -23.200 -10.154 18.866 -0.05
H -23.156 -10.490 19.834 0.45
H -24.179 -9.910 18.642 0.52
C -22.864 -11.299 17.951 -0.31
C -24.182 -12.040 17.572 -0.66
O -25.125 -11.028 17.404 -0.33
C -26.390 -11.422 16.847 -0.80
H -24.979 -5.429 19.252 -0.03
H -23.239 -5.326 19.696 0.33
H -24.396 -6.130 20.890 0.33
H -22.641 -8.049 20.600 0.55
H -21.806 -7.141 19.382 0.44
H -21.269 -9.260 18.902 0.34
H -22.353 -8.733 17.606 -0.24
H -22.105 -11.956 18.424 0.40
H -22.536 -10.786 17.041 0.09
H -24.506 -12.593 18.435 0.39
H -24.108 -12.698 16.688 0.46
H -26.825 -12.152 17.494 0.36
H -26.270 -11.787 15.868 0.33
H -26.988 -10.518 16.794 0.21
C -23.206 -1.739 14.913 -0.67
O -22.569 -1.245 13.758 0.04
C -21.262 -0.947 14.109 -0.62
C -20.653 -0.343 12.851 -0.87
N -21.172 0.992 12.587 0.52
H -22.100 0.969 12.197 -0.18
H -21.346 1.562 13.456 0.53
C -20.236 1.807 11.782 -0.75
C -20.555 3.259 11.987 -0.62
O -20.849 3.332 13.366 -0.44
C -21.042 4.663 13.853 -0.71
H -23.458 -0.954 15.650 0.31
H -22.605 -2.544 15.391 0.46
H -24.213 -2.194 14.660 -0.33
H -20.708 -1.927 14.314 0.32
H -21.250 -0.370 14.991 0.46
H -20.690 -0.997 12.016 0.57
H -19.621 -0.235 13.085 0.34
H -20.194 1.482 10.774 0.40
H -19.214 1.657 12.150 0.45
H -21.313 3.621 11.302 0.32
H -19.695 3.915 11.819 0.55
H -22.098 4.849 13.539 0.18
H -20.421 5.476 13.439 0.32
H -20.982 4.611 14.909 0.30
C -26.442 1.882 17.690 -0.88
O -27.388 1.628 16.650 -0.76
C -26.883 1.067 15.469 -0.35
C -25.666 1.535 14.731 0.67
N -25.899 2.957 14.181 0.58
H -25.534 3.037 13.263 0.03
H -26.853 3.288 14.254 0.63
C -25.125 4.053 14.885 -0.47
C -25.438 5.378 14.285 -0.75
O -26.806 5.655 14.711 -0.28
C -27.221 6.954 14.233 -0.79
H -26.465 1.163 18.520 0.16
H -26.850 2.763 18.198 0.29
H -25.418 2.079 17.311 0.38
H -27.721 1.058 14.794 0.34
H -26.790 0.009 15.620 -0.31
H -25.484 0.833 13.930 -1.05
H -24.741 1.566 15.320 0.64
H -24.083 3.813 14.712 0.25
H -25.370 3.975 15.934 0.32
H -25.360 5.366 13.177 0.39
H -24.784 6.147 14.702 0.56
H -26.568 7.792 14.444 0.31
H -28.216 7.197 14.581 0.24
H -27.262 6.860 13.115 0.33
C -23.381 -4.935 16.537 -0.06
O -24.762 -4.704 16.291 0.67
C -25.438 -5.849 16.034 1.09
C -26.900 -5.547 16.214 0.23
N -27.396 -4.413 15.324 2.86
H -28.261 -4.047 15.821 -1.07
H -26.657 -3.678 15.384 -0.86
C -27.642 -4.779 13.895 0.69
C -27.580 -3.528 13.104 -0.36
O -26.271 -2.950 13.113 0.70
C -26.221 -1.656 12.554 -0.45
H -23.125 -4.072 17.178 0.25
H -22.845 -4.902 15.588 0.05
H -23.183 -5.851 17.056 -0.60
H -25.117 -6.607 16.804 0.35
H -25.269 -6.272 15.014 -1.25
H -27.090 -5.173 17.231 -1.25
H -27.641 -6.347 16.186 1.09
H -28.645 -5.261 13.877 0.52
H -26.896 -5.514 13.574 -1.27
H -28.230 -2.779 13.520 -0.40
H -27.921 -3.659 12.076 0.83
H -25.241 -1.193 12.778 -0.36
H -27.000 -1.029 12.914 -0.06
H -26.377 -1.750 11.461 0.32
C -27.087 -7.679 11.237 0.50
F -26.904 -6.360 11.162 -0.16
F -28.368 -7.996 11.045 -0.26
F -26.324 -8.206 10.317 -0.23
S -26.498 -8.327 12.811 1.33
O -25.480 -7.382 13.194 -1.01
O -27.608 -8.297 13.727 -0.69
O -25.899 -9.617 12.452 -0.78
B -31.038 -4.279 15.943 -0.25
F -30.401 -3.416 15.073 -0.10
F -32.236 -4.605 15.462 -0.26
F -30.207 -5.412 16.007 -0.31
F -31.169 -3.636 17.179 -0.37
B -20.977 -7.249 16.037 0.20
F -20.103 -8.276 15.807 -0.35
F -20.755 -6.252 15.129 -0.25
F -22.252 -7.682 15.845 -0.76
F -20.919 -6.759 17.342 -0.26
B -24.470 2.053 11.377 -0.13
F -25.100 3.266 11.216 -0.29
F -25.384 1.062 11.559 -0.09
F -23.530 1.703 10.448 -0.40
F -23.758 2.181 12.660 -0.17
B -26.839 -2.292 17.778 -0.81
F -27.086 -0.982 18.110 0.18
F -28.064 -2.973 17.686 0.14
F -26.185 -2.290 16.496 -0.25
F -26.004 -2.915 18.642 -0.02
```

Computed properties:
LUMO level   -4.7 eV
Gap between HOMO and LUMO   0.3038 Eh
Total charge   +3
HOMO energy   -12.936 eV
Energy   -168881.1840 eV